Record 1
DFT (the ωB97M-V functional and the def2-TZVPD basis) results for 2 unconnected molecules or ions with the total composition C5H13NO.

Geometry (Å):
C 0.29192 1.54170 -1.86067
N 0.79683 1.21495 -0.52034
C -0.06723 0.54865 0.39255
C 0.50274 -0.16255 1.36717
C -0.12047 -0.97848 2.44246
C -1.53359 0.46248 0.07284
H -0.01685 0.67392 -2.43545
H -0.45344 2.31869 -1.78428
H 1.09320 2.04391 -2.39451
H 1.62546 0.64769 -0.63223
H 1.58907 -0.21054 1.28287
H -1.08632 -0.61377 2.76869
H -0.25274 -2.03519 2.14564
H 0.56606 -1.08015 3.28909
H -1.81029 1.08791 -0.76945
H -2.14632 0.80018 0.90536
H -1.85462 -0.57213 -0.07020
H 0.99215 -1.62115 -0.67035
H 0.57194 -1.96595 -2.07364
O 1.31249 -2.10017 -1.45556

Cartesian forces (eV/Å) of the 6 atoms listed first:
0.8 0.4 0.6
-0.6 -0.1 -0.3
0.1 -0.6 -0.7
0.6 0.1 -0.2
0.3 -1.0 -0.1
-0.3 0.6 0.6

Results
<S²>: 0.75
Frontier orbital gap (alpha / beta) in Eh: 0.1072 / 0.3030
Multiplicity: 2
Net charge: -1

***

Record 2
DFT (the ωB97M-V functional and the def2-TZVPD basis) results for a molecular structure, C32H53N15O6P2.

Geometry (Å):
C 6.06149 0.73887 0.61947
C 5.71246 -0.35667 -0.51917
O 4.34041 -0.86900 -0.47651
O 4.21018 -1.44215 0.73213
P 2.55449 -1.46655 1.23041
O 2.54471 -2.22219 2.60793
O 1.70907 -2.38529 0.04097
O 1.88478 0.09368 1.53002
P 1.74509 1.04046 0.09262
O 0.93921 0.33580 -1.04297
H 7.17290 0.59675 0.96986
H 5.42063 0.67518 1.57640
H 5.96064 1.83671 0.22288
H 6.42700 -1.26351 -0.42607
H 5.83023 0.14945 -1.56773
H 2.37349 -2.87295 -0.51436
H 3.02016 1.55374 -0.38875
H 0.96026 2.21206 0.46762
C -0.86606 -3.30392 -2.33834
C 0.30581 -4.09226 -2.86635
N 1.24414 -4.72331 -3.28834
H -0.53170 -2.61918 -1.55534
H -1.32029 -2.72599 -3.14626
H -1.61406 -3.98257 -1.92226
C 0.29732 0.24194 -4.64810
C -0.69834 -0.36050 -5.60785
N -1.49580 -0.84339 -6.37613
H 0.23966 1.33118 -4.68780
H 0.08019 -0.08885 -3.62996
H 1.30900 -0.07142 -4.91600
C 4.10522 -3.19588 -4.72068
C 4.14463 -1.86629 -4.01390
N 4.17642 -0.80241 -3.44726
H 3.74875 -3.96955 -4.03716
H 3.43109 -3.14048 -5.57796
H 5.10476 -3.46283 -5.07069
C -4.68305 0.78652 -5.82164
C -5.90656 0.81383 -4.94091
N -6.88606 0.83585 -4.23624
H -4.10506 -0.11975 -5.62813
H -4.98068 0.80113 -6.87230
H -4.05745 1.65764 -5.61674
C 0.22912 -2.65022 -9.12811
C 1.31643 -3.30054 -8.31271
N 2.18486 -3.82191 -7.65893
H 0.53770 -2.58048 -10.17345
H -0.68667 -3.24182 -9.06617
H 0.03048 -1.64608 -8.74736
C 1.97052 0.97323 5.04515
C 3.12962 1.42821 4.19601
N 4.05751 1.79214 3.51539
H 1.03438 1.35562 4.63243
H 1.93100 -0.11824 5.06625
H 2.08795 1.34511 6.06534
C 6.68352 5.00947 2.03054
C 6.21434 4.46407 0.70607
N 5.83808 4.02626 -0.35341
H 6.66790 6.10101 2.00988
H 6.02745 4.65926 2.83007
H 7.70240 4.67141 2.23216
C -1.96881 -0.12989 5.23116
C -1.57986 0.61432 6.48029
N -1.26867 1.21746 7.49794
H -2.88638 -0.69566 5.40666
H -2.13723 0.57636 4.41499
H -1.17303 -0.82167 4.94459
C -4.39749 -0.19388 9.51810
C -4.86642 -0.74702 8.19748
N -5.24105 -1.19020 7.13564
H -4.40322 0.89768 9.48664
H -5.05876 -0.53005 10.31971
H -3.38221 -0.53862 9.72526
C -7.26782 -1.79634 -7.33167
C -6.12234 -1.34331 -8.20151
N -5.20576 -0.98033 -8.89697
H -8.20999 -1.41110 -7.72728
H -7.30973 -2.88746 -7.31082
H -7.13094 -1.42549 -6.31333
C 1.48326 3.18642 10.50919
C 0.48966 2.58645 9.54367
N -0.31479 2.10014 8.76262
H 1.43176 4.27649 10.46607
H 1.25744 2.85918 11.52645
H 2.49494 2.86711 10.24885
C 2.53467 5.48137 3.54184
C 3.60180 6.44357 3.08500
N 4.45616 7.21285 2.71947
H 1.57288 5.75776 3.10440
H 2.79044 4.46643 3.22851
H 2.45166 5.50777 4.63045
C -2.52318 4.41103 -5.00997
C -2.20888 3.14187 -4.25897
N -1.95752 2.12615 -3.65810
H -3.59644 4.47291 -5.20280
H -2.21673 5.27754 -4.42017
H -1.98891 4.42144 -5.96242
C -6.12109 -1.56616 3.24957
C -5.03911 -0.61543 2.78075
N -4.17394 0.14580 2.40562
H -7.07822 -1.28200 2.80704
H -5.87617 -2.58588 2.94478
H -6.20699 -1.53159 4.33810
C -1.62650 -6.67252 0.38342
C -2.97719 -6.50780 -0.26989
N -4.05716 -6.37736 -0.79124
H -0.87529 -6.91731 -0.37070
H -1.33915 -5.74516 0.88378
H -1.66609 -7.47715 1.12068

Cartesian forces (eV/Å) of the 6 atoms listed first:
0.4 0.6 0.2
1.3 0.9 -0.2
1.4 2.3 -3.4
-3.7 -1.3 3.9
0.3 -4.2 4.3
-0.1 3.0 -4.8

Results
Frontier orbital gap in Eh: 0.3008
Net charge: 0

***

Record 3
DFT (the ωB97M-V functional and the def2-TZVPD basis) results for 7 unconnected molecules or ions with the total composition C31H41N5O6S2.

Geometry (Å):
C 4.86137 -6.35781 -3.03807
C 3.85367 -5.67888 -3.87933
O 2.56337 -5.39245 -3.14520
S 2.46044 -3.93850 -2.43465
C 0.69170 -3.83224 -2.41257
O 3.00150 -4.00862 -1.11300
O 2.92696 -2.91272 -3.34443
H 5.73351 -6.43175 -3.60218
H 4.60805 -7.39631 -2.90367
H 5.03639 -5.81686 -2.15715
H 4.29988 -4.62908 -4.12147
H 3.53427 -6.17419 -4.82303
H 0.25248 -3.88898 -3.42195
H 0.36479 -3.14607 -1.62134
H 0.49785 -4.79785 -1.96708
C 6.01261 -2.37042 1.35361
C 4.53285 -1.92767 1.22154
O 4.31968 -0.85922 2.23269
S 2.90356 -0.70131 3.04580
C 3.48179 -0.02732 4.62476
O 2.02419 0.17306 2.36547
O 2.43038 -1.99696 3.32136
H 6.13059 -3.27246 0.73386
H 6.16108 -2.55374 2.44923
H 6.70778 -1.56265 1.05908
H 4.22768 -1.58661 0.21265
H 3.83284 -2.70230 1.47390
H 4.09246 -0.82663 5.10124
H 2.54358 0.11528 5.31017
H 4.05595 0.93267 4.39817
C -7.09960 -0.47124 -2.42407
C -6.15352 -1.36054 -1.99186
C -4.79922 -0.99388 -1.76630
N -4.39791 0.25198 -2.03948
C -5.29888 1.09518 -2.51842
C -6.63293 0.80499 -2.68613
H -8.16847 -0.68131 -2.58613
H -6.41114 -2.35050 -1.80212
H -4.07540 -1.68111 -1.34908
H -4.96296 2.10694 -2.77698
H -7.35918 1.57836 -2.92679
C -2.60913 6.30032 0.09414
C -1.32696 5.71697 -0.07781
C -0.92568 5.49765 -1.36287
N -1.69157 5.85110 -2.45169
C -2.93850 6.34322 -2.23086
C -3.44815 6.59177 -0.96358
H -2.99919 6.51038 1.06682
H -0.57434 5.67080 0.69015
H 0.04115 5.05822 -1.60558
H -3.56520 6.53356 -3.09566
H -4.42545 6.97081 -0.85927
C -0.26899 1.48936 -1.79230
C -0.77317 1.00818 -3.01462
C -1.34887 -0.30469 -3.05404
N -1.58989 -1.01089 -1.90586
C -1.12075 -0.46986 -0.79140
C -0.52372 0.76148 -0.62061
H 0.29666 2.40661 -1.77124
H -0.59299 1.46281 -4.01457
H -1.53150 -0.72379 -4.03005
H -1.27221 -1.05935 0.16490
H -0.09294 1.13952 0.31905
C 1.38835 4.80836 4.15450
C 1.25981 3.66127 3.43863
C 1.59256 3.64771 2.06773
N 1.91419 4.77713 1.40988
C 2.13864 5.87748 2.12478
C 1.81918 5.97505 3.45355
H 1.18946 4.88346 5.18733
H 1.07144 2.68907 3.87089
H 1.53893 2.75867 1.40656
H 2.49776 6.77041 1.62850
H 2.27371 6.79198 4.07850
C -3.17704 -3.61218 2.21055
C -3.77046 -2.62722 3.00793
C -3.01240 -1.55393 3.39962
N -1.71452 -1.35593 3.04170
C -1.15169 -2.36350 2.36079
C -1.85131 -3.43966 1.88251
H -3.70345 -4.44629 1.89916
H -4.76177 -2.60895 3.42897
H -3.47917 -0.69101 3.88783
H -0.06953 -2.31689 2.20050
H -1.49533 -4.09951 1.11552

Cartesian forces (eV/Å) of the 6 atoms listed first:
-1.4 -1.4 -0.6
-0.6 3.2 -0.7
1.1 0.3 -0.2
-0.5 0.8 -1.8
0.4 -1.5 0.9
0.0 -0.1 0.1

Results
SMILES: CCOS(C)(=O)=O.CCOS(C)(=O)=O.c1ccncc1.c1ccncc1.c1ccncc1.c1ccncc1.c1ccncc1
Frontier orbital gap in Eh: 0.3487
Net charge: 0

***

Record 4
DFT (the ωB97M-V functional and the def2-TZVPD basis) results for 2 unconnected molecules or ions with the total composition C7H10BrN.

Geometry (Å):
C 1.95960 -0.40382 0.69987
C 2.51964 0.74934 0.34413
C 3.95301 0.99969 0.11295
Br 1.34686 2.26997 0.24836
H 2.54136 -1.38468 0.71370
H 0.87994 -0.43851 0.84444
H 4.41664 1.90522 0.64959
H 4.34152 1.20495 -0.98303
H 4.63945 0.20668 0.29736
C -1.34913 -1.14113 2.36443
C -1.44382 -0.38862 1.31218
N -1.16523 0.36345 0.38983
C -1.95613 1.16276 -0.39585
C -2.76761 0.78941 -1.44671
H -1.64186 -2.24234 2.33340
H -1.18266 -0.75808 3.31871
H -1.77695 2.25425 -0.32566
H -3.30724 1.60537 -2.07406
H -2.84120 -0.25171 -1.63957

Cartesian forces (eV/Å) of the 6 atoms listed first:
0.5 -1.0 -0.5
-0.3 -0.6 0.4
2.7 2.6 -2.0
0.6 0.1 -0.1
-0.7 1.6 0.1
0.6 -0.2 0.0

Results
SMILES: C=C(C)Br.C=C=NC=C
Frontier orbital gap in Eh: 0.3464
Net charge: 0